This record from OMol25 describes a 3-piece molecular cluster, C20H52N7O2P2 overall at a distorted geometry. The level of theory is wB97M-V/def2-TZVPD.

The value obtained for the maximum force is 7.8 eV Å⁻¹. The gap between HOMO and LUMO is 5.62 eV. The calculation puts the HOMO energy at -9.16 eV.

```
! RIJCOSX wB97M-V def2-TZVPD def2/J DEFGRID3
* xyz 1 1
C -2.2920 2.8809 6.6820
C -2.3913 3.5852 5.3752
C -2.6834 2.9029 3.9123
C -4.2965 2.5377 3.6624
C -4.7575 1.2616 4.5821
C -6.3929 1.2149 4.7113
C -6.8351 2.6048 5.5043
C -5.9416 3.9087 5.0538
N -5.1963 3.7507 3.7474
H -3.1852 2.9927 7.4650
H -1.3986 2.1798 7.0120
H -2.1917 4.7588 5.3928
H -2.4361 3.7135 3.0716
H -2.0132 1.9564 3.6781
H -4.3434 2.1728 2.5266
H -4.3018 1.2380 5.6612
H -4.3989 0.2741 4.0165
H -6.7098 0.2923 5.3589
H -6.8212 1.1741 3.5977
H -6.5765 2.4142 6.6537
H -8.0083 2.7783 5.3687
H -6.7217 4.7986 4.8960
H -5.2533 4.2756 5.9567
H -4.5623 4.5997 3.6447
H -5.8112 3.7449 2.8898
O -1.6016 0.3859 1.4196
P -1.0600 -0.7412 0.5064
N -1.7720 -1.9382 1.4690
C -1.1937 -3.1411 2.0296
C -3.1810 -2.1773 1.1590
N 0.5635 -0.3814 0.9235
C 1.0545 -0.6073 2.2798
C 0.9607 0.9741 0.5155
N -0.4375 -2.0368 -0.5434
C 0.8644 -2.6890 -0.4082
C -0.6269 -1.6653 -1.9497
H -1.1039 -3.9446 1.2910
H -1.8166 -3.5227 2.8494
H -0.2225 -2.9728 2.4825
H -3.2854 -2.8465 0.2980
H -3.6942 -1.2396 0.9179
H -3.7160 -2.6110 2.0113
H 0.3539 -0.2603 3.0431
H 2.0177 -0.1107 2.4516
H 1.2682 -1.6645 2.4402
H 0.5824 1.7428 1.2027
H 0.5726 1.2041 -0.4850
H 2.0497 1.0606 0.4598
H 1.6961 -2.0342 -0.6907
H 0.9088 -3.5739 -1.0547
H 1.0447 -3.0598 0.6020
H 0.0672 -0.8699 -2.2441
H -1.6467 -1.3007 -2.1099
H -0.4865 -2.5232 -2.6154
O 2.7668 -1.9837 -3.5092
P 3.4574 -1.0325 -4.5172
N 3.9585 -2.3303 -5.4823
C 5.2683 -2.6335 -6.0188
C 2.9333 -2.7959 -6.4153
N 4.6140 -0.5396 -3.3515
C 5.6097 -1.4784 -2.8429
C 3.9981 0.1381 -2.2014
N 4.2513 0.0609 -5.6759
C 5.6303 0.5390 -5.5860
C 3.3788 1.2082 -5.9478
H 5.5086 -2.0294 -6.9000
H 5.3262 -3.6871 -6.3227
H 6.0623 -2.5177 -5.2888
H 2.9090 -2.1717 -7.3153
H 1.9391 -2.7591 -5.9559
H 3.0974 -3.8380 -6.7115
H 5.1815 -2.4542 -2.6010
H 6.1093 -1.0943 -1.9447
H 6.4188 -1.6079 -3.5624
H 3.5444 -0.5703 -1.4954
H 3.2089 0.8237 -2.5359
H 4.7353 0.7425 -1.6649
H 5.7748 1.2619 -4.7756
H 5.9169 1.0334 -6.5222
H 6.3480 -0.2727 -5.4566
H 3.3383 1.8853 -5.0869
H 2.3601 0.8666 -6.1577
H 3.7142 1.7701 -6.8257
*
```